Entry 1:
{
  "formula": "C24H43Cl2CuF3N3O4Si",
  "method": "ωB97M-V/def2-TZVPD",
  "symbols": ["C", "C", "H", "H", "H", "C", "C", "H", "H", "H", "H", "Cu", "Cl", "C", "O", "N", "C", "C", "H", "H", "H", "H", "H", "H", "H", "H", "H", "C", "C", "N", "H", "C", "O", "H", "H", "H", "H", "H", "H", "C", "C", "N", "H", "C", "O", "H", "H", "H", "H", "O", "C", "C", "C", "H", "C", "H", "C", "H", "C", "C", "H", "H", "H", "Si", "Cl", "C", "C", "C", "H", "H", "H", "H", "H", "H", "H", "H", "H", "F", "C", "F", "F"],
  "positions_angstrom": [[-1.321167, -0.437784, -4.091993], [-2.164095, -0.310789, -2.869904], [-1.845616, -1.015864, -4.858896], [-0.368397, -0.937281, -3.871454], [-1.072237, 0.555833, -4.494056], [-3.388060, -0.849650, -2.762485], [-4.037100, -1.678972, -3.810387], [-4.018620, -0.613945, -1.905018], [-3.339157, -2.358123, -4.310225], [-4.503244, -1.041495, -4.571373], [-4.828511, -2.280307, -3.358208], [0.888564, 0.675732, 0.081363], [2.823810, -0.984539, 0.266438], [-1.127385, 2.071982, 2.048316], [-0.538911, 1.047825, 1.652482], [-1.905672, 2.070182, 3.145603], [-2.032042, 0.869854, 3.957430], [-2.762508, 3.196003, 3.479823], [-1.066550, 3.056306, 1.537561], [-1.194916, 0.193759, 3.757377], [-2.986809, 0.361719, 3.742168], [-2.047097, 1.174671, 5.012444], [-2.587107, 4.003571, 2.760071], [-2.540667, 3.547849, 4.497501], [-3.822879, 2.901996, 3.444243], [4.015509, 0.985638, 5.032549], [6.049746, 1.973041, 3.331602], [3.915514, 0.268543, 4.204153], [5.674353, 1.155226, 2.697640], [4.272757, 0.883063, 2.944454], [2.888045, -0.101658, 4.152751], [3.329269, 1.333223, 2.093406], [2.118205, 1.078400, 2.195447], [5.792500, 1.440352, 1.646073], [3.763701, 1.930825, 1.259735], [4.611096, -0.554195, 4.398191], [6.272878, 0.259972, 2.905032], [-0.853970, -2.796923, -1.763694], [-3.316236, -2.920706, -0.773777], [-0.541830, -3.162083, -0.771733], [-2.816597, -3.269231, 0.143317], [-1.478764, -2.708279, 0.237842], [0.459837, -2.784800, -0.539391], [-1.064282, -2.046019, 1.368209], [0.087813, -1.700954, 1.606895], [-3.405029, -2.953436, 1.013198], [-1.909338, -1.867285, 2.075071], [-0.555022, -4.263808, -0.804880], [-2.770726, -4.367904, 0.106956], [-0.572142, -0.134598, -1.072199], [-1.556542, 0.543219, -1.740682], [-3.136593, 0.115632, 0.157581], [-2.610454, 1.029076, -0.740227], [-2.707368, -0.884601, 0.122995], [-4.214083, 0.455139, 0.972217], [-1.162180, 1.436489, -2.260809], [-3.095989, 2.327183, -0.798643], [-4.624186, -0.310581, 1.636304], [-4.730536, 1.749331, 0.888965], [-4.178892, 2.681660, 0.007133], [-2.632061, 3.015933, -1.508377], [-5.588121, 2.011864, 1.513072], [-4.594443, 3.688850, -0.063700], [3.487940, -1.173833, -1.835668], [1.661473, -0.499776, -2.601884], [3.690424, -3.046487, -1.511923], [4.514187, 0.430691, -1.682235], [4.490004, -1.481767, -3.537694], [2.831065, -3.496543, -1.001053], [4.567131, -3.191564, -0.869275], [3.869620, -3.612935, -2.431976], [4.060464, -2.331994, -4.079668], [5.544045, -1.712788, -3.328048], [4.457846, -0.604784, -4.198869], [3.916906, 1.242603, -1.263013], [4.885693, 0.776241, -2.654060], [5.385905, 0.261427, -1.047507], [2.343438, 2.676271, -1.291390], [1.261383, 2.553095, -0.464023], [1.482806, 3.377878, 0.595628], [0.200208, 3.080138, -1.148843]],
  "atomic_forces_ev_per_a": [[0.230, -0.396, -0.224], [-0.731, 0.213, 0.883], [0.192, 0.195, -0.046], [-0.285, 0.158, -0.055], [-0.074, -0.216, 0.104], [0.567, 0.544, 0.035], [-0.312, -0.348, -0.298], [0.285, -0.096, -0.139], [-0.149, 0.083, 0.032], [-0.021, -0.154, -0.054], [-0.043, -0.081, -0.137], [-0.584, -0.474, -0.295], [-0.538, 0.154, 1.121], [0.777, -1.517, -0.744], [-1.175, 1.967, 0.984], [-0.175, 0.151, 0.163], [-0.266, 0.114, 0.000], [0.180, -0.171, 0.034], [0.033, -0.446, 0.097], [-0.175, 0.196, -0.025], [0.285, 0.053, 0.004], [0.101, -0.141, -0.153], [-0.106, -0.160, 0.200], [-0.016, 0.018, -0.204], [0.264, 0.076, -0.110], [-0.093, -0.065, -0.125], [-0.036, -0.138, -0.068], [0.075, -0.138, 0.007], [-0.092, 0.225, -0.030], [0.114, 0.291, 0.146], [0.229, 0.081, -0.040], [-1.381, -0.493, -0.243], [1.740, 0.837, 0.151], [0.088, -0.115, 0.239], [-0.356, -0.339, 0.214], [-0.201, -0.033, -0.004], [-0.132, 0.122, -0.144], [0.189, 0.060, 0.361], [0.106, -0.023, 0.206], [0.023, 0.132, -0.297], [0.216, 0.221, -0.008], [-0.006, -0.280, 0.821], [-0.293, -0.057, -0.097], [0.900, -0.343, -0.455], [-1.360, -0.452, -0.126], [0.042, -0.111, -0.183], [0.265, 0.025, -0.222], [0.153, 0.166, 0.114], [-0.032, 0.170, 0.097], [0.509, 0.146, 0.512], [-0.050, 0.312, 0.443], [-0.342, -0.200, 0.153], [0.221, 0.110, -1.027], [-0.238, 0.540, 0.153], [0.575, -0.051, -0.271], [-0.027, 0.092, 0.076], [-0.252, -0.185, 0.099], [-0.078, 0.388, -0.084], [-0.350, 0.020, 0.202], [0.071, 0.142, 0.149], [-0.260, -0.055, 0.230], [0.206, 0.070, -0.204], [0.052, -0.245, 0.119], [1.949, -0.081, -2.712], [0.527, -0.365, -0.506], [-0.333, -0.415, 0.347], [0.021, 0.345, 0.556], [-0.754, 0.047, -0.455], [0.146, 0.098, 0.109], [-0.061, 0.020, 0.079], [-0.030, 0.200, 0.138], [0.136, 0.025, -0.182], [-0.061, 0.007, 0.087], [0.063, -0.162, 0.022], [0.183, -0.163, 0.194], [-0.138, -0.216, 0.176], [0.150, 0.039, 0.215], [-0.293, 0.653, 0.192], [-0.232, -1.651, -0.215], [0.066, 0.556, -0.151], [0.206, 0.515, 0.069]],
  "mulliken_charge": [-1.60, 0.08, 0.48, 0.14, 0.31, 0.54, -1.83, 0.50, 0.42, 0.34, 0.39, 1.89, -0.49, -0.36, -0.31, 0.48, -0.92, -0.97, 0.17, 0.19, 0.20, 0.43, 0.27, 0.33, 0.33, 0.29, 0.32, -0.93, -0.89, 0.33, 0.24, -0.02, -0.78, 0.27, 0.24, 0.32, 0.30, 0.13, 0.19, -0.77, -0.86, 0.36, -0.01, 0.15, -0.50, 0.26, 0.19, 0.39, 0.32, 0.72, -0.21, 1.53, -0.37, -0.28, -1.05, 0.49, -0.56, 0.37, -0.75, -0.89, 0.40, 0.43, 0.34, 0.96, -0.36, -1.16, -0.84, -1.67, 0.26, 0.31, 0.32, 0.38, 0.32, 0.31, 0.02, 0.32, 0.18, -0.24, -0.51, -0.22, -0.11],
  "homo_energy_ev": [-4.4, -4.4],
  "largest_force_ev_per_a": 3.34,
  "charge": -1,
  "orbital_gap_ev": [6.87, 6.84],
  "relative_energy_kcal_mol": 0.0,
  "spin_multiplicity": 2,
  "lumo_energy_ha": [0.09184, 0.09148]
}

Entry 2:
{
  "formula": "C4H6O6S2",
  "method": "ωB97M-V/def2-TZVPD",
  "symbols": ["C", "C", "C", "C", "O", "O", "O", "O", "O", "O", "S", "S", "H", "H", "H", "H", "H", "H"],
  "positions_angstrom": [[-0.195695, -1.232312, 2.269738], [-0.741842, -0.847996, 1.149546], [-1.862686, -0.763757, 0.362754], [1.095426, 0.137487, -0.352730], [-0.021838, -1.736022, -1.863984], [1.643069, 2.571792, -1.313973], [1.942920, -0.518286, -2.596670], [-0.311478, 0.591769, -2.661471], [-0.418749, 2.374215, 0.079846], [1.729060, 2.099560, 1.119838], [0.585371, -0.384015, -2.007917], [0.975801, 1.967543, -0.125070], [0.758549, -0.753359, 2.647888], [-0.931629, -1.335932, 3.175190], [-2.018421, 0.440868, 0.109853], [-2.767444, -1.182307, 0.699591], [-1.474294, -1.155395, -0.696285], [2.013879, -0.273854, 0.003857]],
  "atomic_forces_ev_per_a": [[-0.427, 1.728, 2.400], [1.097, -1.004, 2.550], [0.257, 3.496, -4.962], [-0.831, 2.903, -2.521], [-0.067, 0.824, 0.057], [-0.971, -0.716, 1.646], [-1.008, 0.329, -0.086], [0.965, -1.159, 1.102], [0.229, -0.450, -0.575], [0.571, 0.275, 0.314], [1.168, -0.894, -0.707], [0.777, -0.188, -0.443], [-0.623, -0.972, -0.807], [0.948, -0.458, -1.207], [0.306, -2.880, 0.673], [-1.349, -0.796, 0.533], [-1.320, 0.360, 1.808], [0.278, -0.401, 0.225]],
  "mulliken_charge": [-0.75, 0.53, -0.95, -0.79, -0.76, -0.66, -0.71, -0.64, -0.68, -0.74, 1.19, 1.21, 0.23, 0.18, 0.16, 0.47, 0.17, 0.52],
  "homo_energy_ev": [0.0, -1.8],
  "largest_force_ev_per_a": 6.08,
  "charge": -2,
  "orbital_gap_ev": [6.13, 7.35],
  "spin_multiplicity": 3,
  "lumo_energy_ha": [0.22593, 0.20296]
}

Entry 3:
{
  "formula": "C32H25F4N8OSr",
  "method": "ωB97M-V/def2-TZVPD",
  "symbols": ["Sr", "C", "N", "C", "C", "C", "N", "C", "C", "F", "C", "F", "C", "C", "F", "C", "F", "H", "H", "H", "H", "H", "H", "H", "H", "H", "H", "H", "C", "C", "C", "C", "C", "C", "N", "N", "C", "C", "C", "C", "C", "N", "H", "H", "H", "H", "H", "H", "H", "H", "H", "O", "N", "C", "C", "N", "C", "N", "C", "C", "C", "C", "C", "C", "C", "C", "H", "H", "H", "H", "H"],
  "positions_angstrom": [[0.707835, 0.068967, 0.019075], [2.341943, -2.283513, 1.522323], [1.015724, -1.676500, 1.399764], [0.442222, -1.385507, 2.721062], [0.116468, -2.475588, 0.540966], [-1.244301, -1.795417, 0.170477], [-1.087407, -0.901919, -0.981306], [-2.045109, -0.769026, -1.932686], [-1.770381, 0.076695, -3.036221], [-0.602291, 0.705865, -3.039518], [-2.626769, 0.266662, -4.086545], [-2.270868, 1.115044, -5.061960], [-3.842935, -0.387482, -4.175612], [-4.155956, -1.191161, -3.107372], [-5.333967, -1.832439, -3.099242], [-3.317571, -1.365058, -2.023098], [-3.798750, -2.107755, -0.992838], [2.318760, -3.193063, 2.137224], [3.030069, -1.570338, 1.973004], [2.727268, -2.537078, 0.532310], [1.141434, -0.781056, 3.289190], [0.236199, -2.300923, 3.291864], [-0.489781, -0.820692, 2.653334], [-0.088722, -3.442189, 1.008069], [0.638357, -2.677443, -0.416588], [-1.646676, -1.236143, 1.041931], [-1.937753, -2.605791, -0.014576], [-4.511976, -0.256200, -5.019483], [-4.203008, 0.515872, 4.807285], [-4.357394, -0.404266, 3.774315], [-3.846206, -0.123376, 2.516347], [-3.156505, 1.060874, 2.307039], [-2.997867, 1.978464, 3.326694], [-3.541334, 1.712784, 4.577200], [-2.740750, 1.329529, 0.946385], [-1.799325, 2.052687, 0.812102], [-1.465283, 2.655307, -0.449091], [-2.401289, 3.403956, -1.123069], [-1.968150, 4.204104, -2.173693], [-0.632288, 4.195508, -2.519311], [0.212527, 3.356698, -1.822692], [-0.186571, 2.612711, -0.794546], [-4.590591, 0.288415, 5.792973], [-4.883132, -1.334648, 3.950182], [-3.940682, -0.826888, 1.694746], [-2.453241, 2.893661, 3.122727], [-3.429234, 2.437849, 5.378511], [-3.439565, 3.356181, -0.817211], [-2.677267, 4.814529, -2.721982], [-0.255911, 4.804224, -3.335973], [1.256662, 3.251033, -2.089480], [1.671185, 1.395043, 1.396982], [2.389369, 1.964708, 2.250400], [1.884802, 2.232789, 3.419446], [0.524871, 1.940030, 3.844892], [-0.544955, 1.680046, 4.184657], [2.761353, 2.864904, 4.404480], [3.398197, 3.350539, 5.233301], [2.698287, 0.162555, -1.442297], [3.635479, -0.550600, -1.867833], [4.714099, -1.379627, -2.360552], [4.559382, -2.148155, -3.527734], [5.586206, -2.967968, -3.987705], [6.791748, -3.047046, -3.291235], [6.955662, -2.297225, -2.129163], [5.930964, -1.476683, -1.667664], [3.614137, -2.096544, -4.059597], [5.447364, -3.553020, -4.893456], [7.589892, -3.690564, -3.645653], [7.889568, -2.354982, -1.578315], [6.053727, -0.904360, -0.755960]],
  "atomic_forces_ev_per_a": [[0.150, 2.957, -2.881], [-0.130, -0.072, -0.102], [0.154, -2.254, 1.836], [0.037, -0.247, -0.116], [-0.256, -0.210, -0.172], [-0.056, 0.070, -0.231], [-1.905, -0.674, -1.072], [0.361, -0.447, 0.670], [-0.388, -0.288, 0.088], [0.822, 0.496, -0.057], [-0.075, -0.150, 0.168], [0.174, 0.220, -0.325], [-0.186, 0.141, -0.250], [0.209, 0.013, 0.172], [-0.407, -0.220, 0.045], [-0.188, 0.092, -0.043], [-0.073, -0.193, 0.130], [-0.023, -0.050, 0.012], [-0.008, 0.056, 0.050], [-0.042, 0.080, 0.037], [0.130, 0.078, 0.017], [-0.007, -0.092, -0.042], [0.095, -0.002, -0.055], [-0.025, -0.130, 0.144], [-0.133, 0.086, 0.428], [0.089, -0.363, -0.158], [-0.081, -0.164, 0.030], [0.131, -0.020, 0.186], [0.040, 0.062, -0.076], [0.086, -0.045, -0.074], [-0.050, -0.338, 0.037], [0.194, -0.074, -0.452], [-0.263, 0.392, -0.065], [-0.071, 0.048, -0.014], [-2.728, -1.474, -0.354], [2.812, 2.123, 0.589], [-0.056, -0.466, 0.060], [-0.600, 0.261, -0.275], [-0.343, -0.115, 0.094], [-0.030, 0.221, -0.329], [0.295, -0.423, 0.256], [-0.028, -0.082, 0.231], [-0.052, 0.054, -0.030], [0.037, 0.004, -0.016], [-0.125, 0.095, 0.023], [-0.149, -0.090, 0.059], [0.055, -0.130, -0.115], [0.049, 0.082, -0.034], [0.030, -0.038, 0.056], [-0.037, -0.107, 0.142], [0.037, -0.003, -0.005], [0.428, 1.158, 1.643], [0.928, 0.329, -0.004], [-0.190, 0.557, 1.591], [0.661, 0.012, -0.440], [0.674, -0.058, 0.243], [-0.589, -0.354, -0.463], [-0.085, -0.081, -0.205], [2.164, -1.338, -1.262], [-1.079, 0.816, 0.486], [-0.250, 0.037, 0.093], [0.136, -0.046, 0.011], [-0.001, 0.104, 0.145], [-0.165, 0.100, 0.031], [-0.143, 0.023, -0.065], [0.049, -0.102, -0.115], [0.124, 0.020, 0.046], [-0.014, 0.077, 0.110], [-0.049, 0.051, 0.011], [-0.082, 0.016, -0.020], [0.007, 0.009, -0.055]],
  "mulliken_charge": [2.61, -1.39, 0.14, -1.00, -0.73, -0.43, -0.23, -0.26, 0.24, -0.35, 0.19, -0.34, -0.56, 0.10, -0.34, 0.38, -0.40, 0.35, 0.26, 0.35, 0.24, 0.36, 0.15, 0.42, 0.36, -0.31, 0.57, 0.47, -0.50, -0.68, -0.11, 0.33, -0.24, -0.46, -0.34, 0.27, 0.25, -0.76, -0.45, -0.60, -0.53, 0.22, 0.38, 0.40, 0.47, 0.38, 0.35, 0.44, 0.39, 0.40, 0.46, -0.22, -0.82, 0.47, 0.33, -0.41, -0.05, -0.54, -0.48, -0.49, 0.48, -0.47, -0.41, -0.38, -0.42, -0.43, 0.42, 0.35, 0.36, 0.35, 0.44],
  "homo_energy_ev": -4.7,
  "largest_force_ev_per_a": 4.13,
  "charge": -1,
  "orbital_gap_ev": 6.57,
  "relative_energy_kcal_mol": 67.6,
  "lumo_energy_ha": 0.06973
}

Entry 4:
{
  "formula": "C4H12N2OSi",
  "method": "ωB97M-V/def2-TZVPD",
  "symbols": ["C", "C", "C", "C", "N", "N", "O", "Si", "H", "H", "H", "H", "H", "H", "H", "H", "H", "H", "H", "H"],
  "positions_angstrom": [[1.958543, -0.708099, -0.286769], [1.548068, -0.370522, 1.129272], [0.845041, -0.222668, -1.239091], [-2.517883, -1.337573, -0.022813], [0.768087, 0.870962, 1.238833], [-0.737633, 2.681982, -0.276638], [-2.357131, 0.001203, 0.226714], [-0.052357, 1.080576, -0.228971], [2.890542, -0.138859, -0.616458], [2.217407, -1.810536, -0.502056], [0.831738, -1.034864, 1.764762], [2.389073, -0.082690, 1.805044], [1.280262, 0.264456, -2.065763], [0.300278, -1.003274, -1.660327], [-1.603249, -1.851404, 0.352595], [-2.693362, -1.585815, -1.063216], [-3.328697, -1.891068, 0.605673], [0.611773, 1.300256, 2.099210], [-1.786093, 2.617702, -0.162726], [-0.564414, 3.220226, -1.097273]],
  "atomic_forces_ev_per_a": [[1.007, -0.473, -1.288], [-0.407, 0.096, 4.677], [0.565, 1.311, 0.931], [0.491, -1.069, 1.805], [-0.126, -0.067, -4.506], [-1.268, -1.454, -0.050], [1.574, 1.929, -0.477], [-3.173, -0.664, 2.285], [-1.011, -0.618, 0.973], [-0.607, 1.636, 0.775], [1.831, -0.324, -1.687], [0.052, -1.244, -0.664], [0.680, 0.630, -1.208], [-1.532, -1.202, -0.306], [-0.145, -0.460, -0.571], [-0.067, -0.221, -0.507], [0.682, 1.240, -0.855], [-0.136, 0.505, 1.374], [1.429, -0.084, -0.120], [0.160, 0.533, -0.580]],
  "mulliken_charge": [-0.42, -0.47, -0.76, -0.56, -0.15, -0.60, -0.72, 0.45, 0.26, 0.27, 0.23, 0.28, 0.42, 0.40, 0.13, 0.23, 0.22, 0.21, 0.30, 0.26],
  "homo_energy_ev": -7.6,
  "largest_force_ev_per_a": 4.70,
  "orbital_gap_ev": 7.87,
  "relative_energy_kcal_mol": 76.8,
  "lumo_energy_ha": 0.01132
}